i) Entry from the Open Molecules 2025 dataset: one molecule with the formula C4H3N (ωB97M-V with the def2-TZVPD basis set).

Properties
* charge: 0
* frontier orbital gap: 0.3437 hartree
* multiplicity: 1

Structure (XYZ):
```
8
Properties=species:S:1:pos:R:3:lowdin_charge:R:1
N 1.3464 -0.7493 0.4288 0.1110
C 1.8737 -0.4753 -0.6270 -0.0732
C 0.3945 0.0077 -0.8805 -0.1563
C -1.3232 -0.4140 1.3142 0.1025
C -0.4145 -0.3313 0.5148 -0.2324
H -0.0352 -0.5676 -1.7060 0.1089
H 0.3957 1.0872 -1.0616 0.1091
H -2.2655 -0.3743 1.8233 0.0303
```

***

ii) Entry from the Open Molecules 2025 dataset: one molecule with the formula C4H3N (ωB97M-V with the def2-TZVPD basis set).

Properties
* charge: 0
* frontier orbital gap: 0.3861 hartree
* multiplicity: 1

Structure (XYZ):
```
8
Properties=species:S:1:pos:R:3:lowdin_charge:R:1
N -0.6659 0.9975 -0.4494 0.0925
C 0.6684 1.2660 -0.3719 -0.2179
C -1.2183 -1.3501 0.3306 0.0299
C 1.8554 1.4252 -0.2743 0.1075
C -0.9664 -0.1411 -0.0744 -0.1623
H 2.9112 1.5123 -0.1679 0.0217
H -1.1750 -2.1723 -0.3722 0.0644
H -1.4095 -1.5375 1.3794 0.0642
```

***

Most stable structure: ii)

***

i) Entry from the Open Molecules 2025 dataset: one molecule with the formula C4H7ClN2O (ωB97M-V with the def2-TZVPD basis set).

Properties
* charge: 0
* frontier orbital gap: 0.3535 hartree
* multiplicity: 1

Structure (XYZ):
```
15
Properties=species:S:1:pos:R:3:lowdin_charge:R:1
Cl -0.2307 -1.8967 -1.7314 0.6644
O 1.7341 0.9433 -0.4178 0.0781
N 0.6811 -1.8437 1.3073 0.0346
N 1.4687 -0.7828 0.8822 -0.0098
C -0.1456 -0.3761 -0.9045 -0.5806
C -1.2990 1.7991 -0.4913 -0.1374
C 1.0731 0.0178 -0.0781 -0.5843
C -1.2235 0.4605 -1.0859 -0.2266
H -1.7202 1.9760 0.7308 0.1464
H -0.0983 2.0480 -0.3781 0.1054
H 2.1757 -0.3508 1.5536 0.1932
H 1.0774 -2.7047 1.2074 0.0440
H -1.9727 -0.0300 -1.6111 0.0592
H -1.8710 2.5362 -1.2598 0.1084
H 0.3508 -1.7960 2.2769 0.1050
```

***

ii) Entry from the Open Molecules 2025 dataset: one molecule with the formula C4H7ClN2O (ωB97M-V with the def2-TZVPD basis set).

Properties
* charge: 0
* frontier orbital gap: 0.3179 hartree
* multiplicity: 1

Structure (XYZ):
```
15
Properties=species:S:1:pos:R:3:lowdin_charge:R:1
Cl 2.8692 0.4649 0.2397 0.6822
O -0.4569 2.2549 -0.6524 -0.0149
N -0.8569 -0.6827 -0.1595 0.0138
N 1.1627 -1.7217 -0.6086 0.1039
C 0.6540 1.9142 -0.2505 -0.3390
C -1.8197 0.0678 0.6244 -0.0703
C 1.1830 0.5987 -0.0370 -0.6149
C 0.4946 -0.6050 -0.2095 -0.4240
H -2.5276 -0.5884 1.0068 0.0540
H 0.7213 -2.5877 -0.2634 0.1144
H 1.4015 2.6546 -0.0463 0.0864
H 2.1809 -1.6986 -0.3583 0.0703
H -1.3175 0.6985 1.3863 0.1087
H -2.4426 0.7083 -0.0087 0.0851
H -1.2460 -1.4778 -0.6629 0.1443
```

***

iii) Entry from the Open Molecules 2025 dataset: one molecule with the formula C4H7ClN2O (ωB97M-V with the def2-TZVPD basis set).

Properties
* charge: 0
* frontier orbital gap: 0.3207 hartree
* multiplicity: 1

Structure (XYZ):
```
15
Properties=species:S:1:pos:R:3:lowdin_charge:R:1
Cl 1.9686 0.4480 -2.1335 0.6680
O -0.6938 2.1342 0.0211 -0.0132
N -0.7057 -0.5992 0.5250 -0.0010
N 0.1842 -1.7756 -1.2526 0.1270
C 0.7094 0.5777 -0.9912 -0.6315
C 0.1365 -0.5806 -0.5530 -0.4125
C -0.6163 0.0800 1.7954 -0.0968
C 0.2673 1.9466 -0.6989 -0.3018
H -1.3016 0.9101 1.8798 0.0642
H -1.3170 -1.4134 0.5583 0.1373
H 0.1858 -2.5707 -0.6397 0.0960
H -0.8736 -0.6019 2.6122 0.0818
H 0.8029 -1.8718 -2.0278 0.0593
H 0.8564 2.7955 -1.1032 0.1128
H 0.3968 0.5211 2.0081 0.1106
```

***

Most stable structure: iii)

***

i) Entry from the Open Molecules 2025 dataset: one molecule with the formula C2H2O3 (ωB97M-V with the def2-TZVPD basis set).

Properties
* charge: 0
* frontier orbital gap: 0.3889 hartree
* multiplicity: 1

Structure (XYZ):
```
7
Properties=species:S:1:pos:R:3:lowdin_charge:R:1
O 1.4133 0.8340 0.9566 0.1193
O -0.0245 0.7711 -0.7477 0.1242
O -1.5377 -0.0541 1.7934 0.1158
C -0.7389 -0.4681 0.9940 -0.1414
C 0.3643 0.4631 0.4762 -0.4989
H -0.6333 -1.3903 0.3999 0.1384
H 0.6654 1.3132 -1.1642 0.1425
```

***

ii) Entry from the Open Molecules 2025 dataset: one molecule with the formula C2H2O3 (ωB97M-V with the def2-TZVPD basis set).

Properties
* charge: 0
* frontier orbital gap: 0.3951 hartree
* multiplicity: 1

Structure (XYZ):
```
7
Properties=species:S:1:pos:R:3:lowdin_charge:R:1
O 0.2210 -1.0767 -1.3883 0.0501
O -0.2832 0.9088 1.6377 0.0786
O -0.8324 -1.3531 -0.4756 0.0400
C 0.4527 0.4411 0.8146 -0.1160
C -0.2423 -0.0817 -0.6136 -0.2709
H 1.5120 0.4612 0.9174 0.1065
H -0.8278 0.7004 -0.8922 0.1118
```

***

iii) Entry from the Open Molecules 2025 dataset: C2H2O3 as an isolated structure (ωB97M-V with the def2-TZVPD basis set).

Properties
* charge: 0
* frontier orbital gap: 0.3635 hartree
* multiplicity: 1

Structure (XYZ):
```
7
Properties=species:S:1:pos:R:3:lowdin_charge:R:1
O -1.1329 -0.6686 -0.2994 0.0712
O -0.6327 1.4513 -0.0558 0.1367
O 2.0670 0.2820 -0.4107 0.1402
C 1.1453 -0.1560 0.1211 -0.1934
C -0.3416 0.3110 -0.1227 -0.6178
H -2.2951 -0.3186 -0.2677 0.3085
H 1.1900 -0.9011 1.0352 0.1545
```

***

Most stable structure: i)

***

i) Entry from the Open Molecules 2025 dataset: a 2-piece molecular cluster, C4H8NO2S overall (ωB97M-V with the def2-TZVPD basis set).

Properties
* charge: -1
* frontier orbital gap: 0.2324 hartree
* multiplicity: 1

Structure (XYZ):
```
16
Properties=species:S:1:pos:R:3:lowdin_charge:R:1
S -0.5280 1.6840 4.0609 0.5395
O 2.4536 1.5895 0.4781 -0.1189
O -2.2801 -4.2055 -4.3547 0.0044
N 1.2280 0.1674 -0.8537 0.0012
C -2.1180 -3.0488 -4.5495 -0.1531
C 0.5569 1.7346 2.5470 -0.6175
C 0.4809 0.6831 1.4156 -0.2560
C 1.4862 0.8508 0.2652 -0.7616
H 1.6918 1.7454 2.9140 0.0868
H 1.7325 0.2152 -1.7023 -0.0553
H -1.1537 -2.8020 -4.7844 0.0421
H 0.6672 -0.3658 1.9149 0.1250
H -0.5589 0.6417 0.9800 0.0939
H -2.9145 -2.2156 -4.6111 0.1047
H 0.3425 2.9261 2.1524 0.1218
H -1.0863 0.3999 4.1277 -0.1568
```

***

ii) Entry from the Open Molecules 2025 dataset: an isolated ion of composition C4H8NO2S and charge -1 (ωB97M-V with the def2-TZVPD basis set).

Properties
* charge: -1
* frontier orbital gap: 0.2589 hartree
* multiplicity: 1

Structure (XYZ):
```
16
Properties=species:S:1:pos:R:3:lowdin_charge:R:1
S -1.0707 -0.5322 2.7071 0.6521
O 1.1529 2.3021 -2.3840 -0.1023
O 2.3643 0.9888 -0.9949 -0.0670
N 0.0973 1.0760 -0.8234 0.0378
C 0.1205 0.0936 0.2522 -0.4679
C 1.3252 1.5041 -1.4350 -0.8077
C 0.2791 -1.3026 -0.3515 -0.0776
C -1.2008 0.1725 1.0042 -0.5107
H -2.0009 -0.3802 0.5256 0.0588
H -0.7119 -1.7839 2.4089 -0.1810
H -0.4450 -1.4357 -1.1536 0.0743
H 0.9532 0.3856 0.8763 0.1224
H -0.7325 1.2552 -1.2949 0.0837
H 1.2544 -1.3696 -0.8308 0.0705
H -1.5736 1.1828 1.1644 0.0644
H 0.1885 -2.1564 0.3293 0.0501
```

***

Most stable structure: ii)